DFT (the ωB97M-V functional and the def2-TZVPD basis) results for CH3LiNiO as an isolated structure in a non-equilibrium geometry.

## Properties
Kohn-Sham gap (spin up / spin down) (eV): 6.802 / 9.591
Largest force on an atom (eV/Å): 1.0
Highest occupied orbital energy (spin up / spin down) (eV): -11.1 / -15.6
Total charge: +1
E_LUMO (spin up / spin down) (eV): -4.305 / -6.039
Multiplicity: 4

The geometry in XYZ format:
```
7
CH3LiNiO, DFT the ωB97M-V functional and the def2-TZVPD basis
O 0.43 -0.10 -0.25
C 1.63 -0.13 -0.46
H 2.35 0.29 0.27
H 2.04 -0.72 -1.30
Li -0.72 0.32 1.21
Ni -3.63 0.03 0.47
H -2.10 0.32 0.06
```